P:
Below is C21H24N2O2 in the gas phase, with properties calculated with wB97M-V/def2-TZVPD.

Properties
Multiplicity = 1
HOMO energy = -0.33087 Eh
E_LUMO = 0.0284 hartree
SMILES = CC(=O)N[C@@H](CC(=O)N[C@H]1CCCc2ccccc21)c1ccccc1

Cartesian coordinates (Å):
C -0.649 -1.004 -2.800
C 0.143 0.189 -2.313
O -0.123 1.337 -2.619
N 1.159 -0.132 -1.487
H 1.312 -1.100 -1.253
C 2.154 0.816 -1.008
C 3.220 0.095 -0.222
C 4.559 0.392 -0.448
C 5.553 -0.236 0.281
C 5.220 -1.171 1.245
C 3.889 -1.470 1.479
C 2.895 -0.842 0.750
H 1.862 -1.068 0.961
H 3.621 -2.192 2.237
H 5.995 -1.662 1.815
H 6.589 0.005 0.094
H 4.823 1.123 -1.198
H 2.617 1.286 -1.888
C 1.542 1.969 -0.172
C 0.494 1.494 0.824
O 0.754 1.159 1.963
N -0.751 1.497 0.313
H -0.876 1.737 -0.661
C -1.937 1.076 1.038
C -2.306 -0.344 0.655
C -1.327 -1.324 0.779
C -1.577 -2.634 0.417
C -2.827 -2.981 -0.070
C -3.814 -2.018 -0.165
C -3.572 -0.698 0.199
C -4.676 0.317 0.121
C -4.421 1.467 1.088
C -3.062 2.080 0.778
H -2.893 2.976 1.377
H -3.037 2.371 -0.275
H -4.433 1.095 2.114
H -5.203 2.221 0.990
H -4.734 0.708 -0.900
H -5.631 -0.165 0.340
H -4.797 -2.291 -0.523
H -3.035 -4.000 -0.360
H -0.806 -3.384 0.521
H -0.365 -1.045 1.181
H -1.656 1.080 2.099
H 1.090 2.689 -0.852
H 2.352 2.448 0.380
H -1.126 -1.501 -1.957
H -1.414 -0.667 -3.494
H 0.006 -1.713 -3.302

Atomic partial charges in e from the Mulliken method, atoms 1 to 4: number 1, C, carries -1.084; number 2, C, carries 0.484; number 3, O, carries -0.671; number 4, N, carries 0.071

Q:
Below is C21H24N2O2 in the gas phase, with properties calculated with wB97M-V/def2-TZVPD.

Properties
Multiplicity = 1
HOMO energy = -0.29253 Eh
E_LUMO = 0.0243 hartree
SMILES = Cc1cc(C(=O)CN(C)Cc2ccco2)c(C)n1Cc1ccccc1

Cartesian coordinates (Å):
O -0.530 1.934 -0.284
O 1.949 6.573 -0.567
C 0.378 1.115 -0.266
C 3.008 7.460 -0.424
C 4.134 6.787 -0.077
C 0.924 -1.333 0.270
C 3.784 5.373 0.020
C 0.104 -0.321 -0.326
C 0.353 -2.586 0.043
C -0.891 -0.970 -1.001
C 2.454 5.307 -0.271
C -4.501 -4.878 1.393
C -4.280 -5.590 0.235
C -3.830 -3.735 1.695
C -3.241 -5.137 -0.633
C -2.826 -3.274 0.832
C -2.511 -3.984 -0.345
N 2.050 2.947 0.439
N -0.761 -2.338 -0.768
C 0.930 -3.887 0.476
C -1.938 -0.331 -1.886
C 2.027 3.034 1.941
C 1.837 1.599 -0.137
C 1.565 4.134 -0.355
C -1.541 -3.433 -1.356
H 2.927 8.523 -0.536
H 5.096 7.200 0.102
H 1.820 -1.155 0.866
H 4.455 4.548 0.177
H -5.267 -5.256 2.058
H -4.829 -6.522 0.065
H -4.015 -3.161 2.618
H -2.979 -5.701 -1.530
H -2.328 -2.323 1.057
H 1.130 -4.516 -0.396
H 0.271 -4.393 1.159
H 1.887 -3.736 0.998
H -2.932 -0.544 -1.510
H -1.855 -0.755 -2.901
H -1.844 0.738 -2.064
H 1.009 2.901 2.322
H 2.476 3.965 2.343
H 2.612 2.200 2.366
H 2.300 1.558 -1.136
H 2.387 0.916 0.474
H 1.430 3.901 -1.391
H 0.603 4.438 0.092
H -0.858 -4.191 -1.700
H -2.142 -3.100 -2.180

Atomic partial charges in e from the Mulliken method, atoms 1 to 4: number 1, O, carries -0.628; number 2, O, carries -0.366; number 3, C, carries 0.533; number 4, C, carries -0.520

Tell me which of them is the most stable. Sure, it is P.

P:
Below is C3H8NOPS2 in the gas phase, with properties calculated with wB97M-V/def2-TZVPD.

Properties
Multiplicity = 1
HOMO energy = -0.31793 Eh
E_LUMO = 0.0140 hartree
SMILES = CS[P@]1(=S)NCCO1

Cartesian coordinates (Å):
C -1.919 0.673 -0.536
C -0.922 1.840 -0.659
C 2.552 -1.685 0.776
N -1.620 0.305 0.861
O 0.273 1.467 0.093
P -0.005 0.310 1.140
S 0.735 0.708 2.910
S 0.896 -1.665 0.098
H -2.886 1.091 -0.590
H -1.535 0.127 -1.393
H -0.767 2.117 -1.637
H -1.502 2.597 -0.264
H 2.423 -2.518 1.564
H 2.707 -0.658 1.101
H 3.224 -1.838 -0.016
H -2.292 -0.492 1.053

Atomic partial charges in e from the Mulliken method, atoms 1 to 4: number 1, C, carries -0.605; number 2, C, carries -0.502; number 3, C, carries -0.740; number 4, N, carries -0.328

Q:
Below is C3H8NOPS2 in the gas phase, with properties calculated with wB97M-V/def2-TZVPD.

Properties
Multiplicity = 1
HOMO energy = -0.33568 Eh
E_LUMO = 0.0215 hartree
SMILES = [H]/N=C/CO[P@H](=S)SC

Cartesian coordinates (Å):
C -2.745 0.632 -0.263
C -1.485 -0.082 0.227
C 2.963 -1.603 -0.317
N -3.343 1.375 0.541
O -0.541 0.806 -0.432
P 0.930 0.704 0.262
S 2.282 1.712 -0.734
S 1.278 -1.383 0.231
H 0.621 1.122 1.458
H -3.003 0.580 -1.331
H -1.434 0.049 1.376
H -1.375 -1.112 -0.062
H 3.213 -0.611 -0.721
H 3.153 -2.412 -0.994
H 3.606 -1.842 0.619
H -4.119 2.065 0.140

Atomic partial charges in e from the Mulliken method, atoms 1 to 4: number 1, C, carries -0.076; number 2, C, carries -0.578; number 3, C, carries -0.580; number 4, N, carries -0.584

Tell me which of them is the most stable. Sure, it is P.

P:
Below is C5H5NO in the gas phase, with properties calculated with wB97M-V/def2-TZVPD.

Properties
Multiplicity = 1
HOMO energy = -0.36791 Eh
E_LUMO = 0.0043 hartree
SMILES = C#CC(=O)[C@H]1CN1

Cartesian coordinates (Å):
O 0.296 0.619 2.110
C 0.526 0.421 0.938
C 1.759 -0.158 0.404
C 2.609 -0.691 -0.265
C -0.433 0.676 -0.186
C -1.321 -0.448 -0.572
N -1.861 0.776 0.010
H 3.354 -1.168 -0.864
H -0.012 1.298 -0.973
H -1.296 -1.352 0.036
H -1.523 -0.610 -1.628
H -2.097 0.636 0.990

Atomic partial charges in e from the Mulliken method, atoms 1 to 4: number 1, O, carries -0.532; number 2, C, carries 0.170; number 3, C, carries -0.296; number 4, C, carries 0.186

Q:
Below is C5H5NO in the gas phase, with properties calculated with wB97M-V/def2-TZVPD.

Properties
Multiplicity = 1
HOMO energy = -0.36952 Eh
E_LUMO = 0.0037 hartree
SMILES = C#CC(=O)[C@H]1CN1

Cartesian coordinates (Å):
O 0.255 0.418 2.032
C 0.527 0.314 0.855
C 1.816 -0.144 0.342
C 2.778 -0.555 -0.256
C -0.439 0.583 -0.255
C -1.472 -0.458 -0.505
N -1.834 0.847 0.023
H 3.634 -0.924 -0.779
H -0.006 1.102 -1.107
H -1.505 -1.322 0.157
H -1.759 -0.652 -1.536
H -1.993 0.792 1.028

Atomic partial charges in e from the Mulliken method, atoms 1 to 4: number 1, O, carries -0.538; number 2, C, carries 0.142; number 3, C, carries -0.346; number 4, C, carries 0.311

R:
Below is C5H5NO in the gas phase, with properties calculated with wB97M-V/def2-TZVPD.

Properties
Multiplicity = 1
HOMO energy = -0.36602 Eh
E_LUMO = 0.0015 hartree
SMILES = C#CC(=O)[C@H]1CN1

Cartesian coordinates (Å):
O 0.306 0.432 1.791
C 0.558 0.282 0.617
C 1.860 -0.102 0.236
C 2.955 -0.446 -0.082
C -0.472 0.490 -0.386
C -1.668 -0.428 -0.371
N -1.757 0.979 -0.016
H 3.922 -0.747 -0.356
H -0.117 0.522 -1.417
H -1.687 -1.172 0.415
H -2.191 -0.700 -1.289
H -1.748 1.055 1.002

Atomic partial charges in e from the Mulliken method, atoms 1 to 4: number 1, O, carries -0.553; number 2, C, carries 0.188; number 3, C, carries -0.471; number 4, C, carries 0.379

Tell me which of them is the most stable. Sure, it is Q.